No. 1
117
Properties=species:S:1:pos:R:3:forces:R:3:mulliken_charge:R:1 method="wB97M-V/def2-TZVPD" multiplicity=1 mol_weight_g_mol=1148.034 de_lowest_kcal_mol=0.0 homo_lumo_gap_ev=5.14
Sn -0.877 0.286 0.670 -0.065 1.012 -0.434 1.6373
C -2.024 -3.201 -5.565 -0.010 -0.013 -0.040 -0.7761
C -1.919 -1.851 -5.274 -0.043 -0.008 -0.157 -0.5161
C -1.343 -1.444 -4.086 0.005 -0.098 0.057 0.0945
C -0.865 -2.383 -3.181 0.004 0.077 0.169 0.3162
C -0.988 -3.740 -3.467 -0.040 0.070 -0.067 -0.3844
C -1.561 -4.141 -4.659 0.003 -0.146 -0.033 -0.9257
P -0.130 -1.745 -1.636 0.170 -0.538 -0.773 1.4033
C -0.431 -3.200 -0.578 -0.057 0.083 0.123 0.7549
C -1.763 -3.401 -0.221 0.062 0.084 -0.002 -0.6105
C -2.114 -4.453 0.602 -0.065 -0.145 0.084 -0.9028
C -1.137 -5.314 1.077 -0.057 -0.057 0.042 -0.9678
C 0.188 -5.125 0.717 0.095 -0.139 0.004 -0.2933
C 0.545 -4.071 -0.106 -0.187 -0.047 -0.250 -0.7586
C 1.662 -1.897 -1.980 -0.284 0.004 -0.050 0.0381
C 2.206 -2.913 -2.760 0.062 0.052 0.035 -0.0466
C 3.575 -2.995 -2.938 -0.003 -0.077 -0.033 -0.8666
C 4.412 -2.073 -2.329 0.109 0.012 -0.026 -0.9879
C 3.870 -1.054 -1.565 0.162 0.070 0.046 -0.0479
C 2.494 -0.944 -1.395 -0.508 0.476 0.249 0.2457
Si 1.864 0.560 -0.405 -0.307 -0.496 0.687 -0.2450
C 2.815 0.589 1.234 -0.127 -0.145 -0.421 1.1648
C 3.765 1.563 1.518 0.120 0.140 -0.058 -0.5143
C 4.485 1.528 2.697 0.059 0.059 0.020 -0.7878
C 4.261 0.520 3.624 0.013 -0.067 0.113 -1.0365
C 3.309 -0.446 3.364 0.109 0.140 -0.011 -0.1110
C 2.590 -0.412 2.175 0.008 0.002 -0.068 -0.5602
P 1.325 -1.668 1.830 0.577 -0.448 0.530 1.5711
C 0.206 -1.407 3.250 -0.094 0.008 -0.261 0.0210
C 0.205 -0.266 4.047 0.075 -0.091 -0.005 -1.1658
C -0.724 -0.136 5.066 -0.113 0.013 0.093 -0.4913
C -1.644 -1.143 5.308 0.019 -0.005 -0.021 -0.8857
C -1.663 -2.269 4.500 -0.017 -0.116 0.007 -0.8016
C -0.763 -2.389 3.458 -0.006 0.075 0.051 -0.3576
C 2.308 -3.118 2.369 -0.164 -0.036 0.017 0.5431
C 3.362 -3.477 1.531 -0.039 0.038 0.065 -0.5170
C 4.135 -4.586 1.813 0.094 -0.042 -0.101 -0.7180
C 3.858 -5.360 2.929 0.011 -0.092 0.064 -0.7452
C 2.816 -5.004 3.768 0.032 -0.119 0.028 -0.6485
C 2.044 -3.888 3.493 0.043 0.082 -0.049 -0.3035
C 2.091 2.215 -1.291 -0.451 -0.455 0.199 1.1973
C 3.377 2.648 -1.586 0.140 -0.103 -0.202 -0.5936
C 3.614 3.959 -1.961 0.091 0.027 0.031 -0.9322
C 2.558 4.855 -2.008 -0.018 0.013 -0.066 -1.0217
C 1.263 4.421 -1.780 0.052 0.005 -0.010 -1.1787
C 1.020 3.094 -1.456 0.005 0.074 0.064 0.7049
P -0.636 2.331 -1.357 0.059 0.645 -0.543 2.2127
C -1.820 3.663 -0.977 -0.010 0.043 -0.044 0.4347
C -1.996 4.782 -1.793 -0.059 -0.158 0.128 -0.1924
C -2.905 5.759 -1.425 -0.003 0.174 -0.121 -0.9730
C -3.667 5.621 -0.274 -0.023 -0.015 -0.005 -0.6736
C -3.533 4.488 0.507 -0.051 0.081 -0.023 -1.0440
C -2.612 3.522 0.154 0.011 -0.212 0.088 -0.2076
C -0.945 2.132 -3.147 -0.059 -0.165 0.168 0.3201
C 0.077 1.852 -4.049 0.016 0.040 0.080 -0.4294
C -0.212 1.683 -5.392 0.023 0.016 -0.102 -0.6491
C -1.516 1.808 -5.845 0.018 -0.065 -0.045 -0.7514
C -2.539 2.061 -4.944 -0.060 -0.017 -0.100 -0.8310
C -2.259 2.203 -3.599 0.001 -0.089 0.007 -0.5771
H -2.476 -3.524 -6.491 -0.055 -0.014 -0.088 0.3953
H -2.295 -1.112 -5.965 -0.050 0.080 -0.099 0.4487
H -1.279 -0.395 -3.842 -0.030 0.133 -0.006 0.0280
H -0.653 -4.483 -2.755 0.001 -0.014 0.026 0.4851
H -1.654 -5.195 -4.876 -0.024 -0.091 -0.045 0.4284
H -2.526 -2.740 -0.608 -0.145 0.072 -0.003 0.5294
H -3.149 -4.601 0.869 -0.128 0.020 0.043 0.4465
H -1.408 -6.134 1.727 -0.025 -0.091 0.046 0.3487
H 0.949 -5.803 1.079 0.077 -0.020 0.049 0.3656
H 1.580 -3.941 -0.390 0.006 0.022 0.037 0.3780
H 1.553 -3.636 -3.226 -0.001 -0.049 -0.037 0.4872
H 3.990 -3.785 -3.546 0.060 -0.089 -0.059 0.4220
H 5.484 -2.147 -2.456 0.018 0.025 0.009 0.4373
H 4.523 -0.340 -1.089 0.215 0.093 0.102 0.3482
H 3.933 2.362 0.812 0.068 0.152 0.005 0.4615
H 5.224 2.289 2.900 0.067 0.080 0.003 0.4592
H 4.823 0.488 4.547 0.049 0.032 0.039 0.4038
H 3.113 -1.237 4.077 0.039 0.002 0.069 0.5364
H 0.936 0.516 3.901 0.013 0.070 -0.082 0.2722
H -0.720 0.756 5.674 0.007 0.110 0.074 0.4746
H -2.354 -1.052 6.117 -0.067 0.052 0.065 0.3858
H -2.383 -3.053 4.677 -0.118 -0.045 -0.009 0.4491
H -0.791 -3.252 2.805 -0.073 -0.083 -0.032 0.2886
H 3.574 -2.875 0.655 0.033 0.022 -0.106 0.1888
H 4.947 -4.853 1.152 0.089 -0.032 -0.046 0.4764
H 4.453 -6.236 3.144 0.048 -0.057 0.017 0.3768
H 2.592 -5.600 4.639 0.015 -0.079 0.118 0.4566
H 1.239 -3.619 4.160 -0.040 -0.011 0.044 0.3779
H 4.197 1.948 -1.533 0.213 -0.020 0.059 0.4316
H 4.621 4.283 -2.184 0.027 0.027 -0.004 0.4315
H 2.742 5.892 -2.247 0.013 0.102 -0.026 0.4081
H 0.447 5.125 -1.835 -0.013 0.040 -0.037 0.5090
H -1.452 4.868 -2.727 -0.026 0.046 0.032 0.5738
H -3.027 6.635 -2.047 -0.021 0.045 -0.060 0.4341
H -4.382 6.383 0.000 -0.034 0.094 -0.009 0.4090
H -4.143 4.346 1.386 -0.076 0.009 0.096 0.5030
H -2.524 2.630 0.760 -0.056 0.098 0.044 -0.0534
H 1.098 1.766 -3.702 0.054 0.012 -0.038 0.2821
H 0.582 1.458 -6.088 0.081 -0.006 -0.061 0.4562
H -1.736 1.689 -6.895 -0.016 0.014 -0.089 0.4358
H -3.556 2.154 -5.292 -0.127 -0.048 -0.035 0.4392
H -3.057 2.364 -2.887 -0.091 0.083 -0.043 0.4715
S -5.037 -1.471 0.480 -0.303 -0.048 0.260 -0.2062
C -3.729 -0.484 0.608 -0.839 -0.479 -0.258 0.0283
S -2.999 0.048 -0.859 1.269 0.207 0.072 -0.2380
S -3.064 0.046 2.098 1.018 0.138 0.210 -0.5378
S 0.243 2.506 1.442 -0.323 -0.029 0.395 -0.1172
C 0.064 3.124 3.078 -0.069 -0.133 -0.289 0.3094
C 1.187 3.650 3.705 0.041 -0.056 0.016 -0.4866
C 1.066 4.225 4.954 0.089 0.119 0.156 -0.7721
C -0.166 4.276 5.587 -0.047 0.024 0.068 -0.5729
C -1.280 3.736 4.964 -0.031 0.038 0.146 -0.9384
C -1.170 3.155 3.714 -0.063 -0.042 0.029 -0.0715
H 2.145 3.598 3.206 0.064 0.027 -0.032 0.4308
H 1.935 4.647 5.438 0.097 0.012 0.046 0.4248
H -0.257 4.734 6.559 -0.014 0.046 0.106 0.3848
H -2.240 3.777 5.457 -0.110 -0.038 0.028 0.4419
H -2.032 2.718 3.230 -0.081 0.014 -0.045 0.4018



No. 2
141
Properties=species:S:1:pos:R:3:forces:R:3:mulliken_charge:R:1 method="wB97M-V/def2-TZVPD" multiplicity=1 mol_weight_g_mol=1399.792 homo_lumo_gap_ev=8.06 smiles="O=C1c2ccc(B(O)O)cc2C(=O)c2c(I)cc(CCCC(F)(F)C(F)(F)F)cc21.O=[N+]([O-])c1ccccc1.O=[N+]([O-])c1ccccc1.O=[N+]([O-])c1ccccc1.O=[N+]([O-])c1ccccc1.O=[N+]([O-])c1ccccc1.O=[N+]([O-])c1ccccc1.O=[N+]([O-])c1ccccc1"
O -3.294 2.511 0.648 -0.006 0.056 -0.398 -0.5822
C -3.404 1.312 0.552 0.145 -0.350 0.204 -0.2702
C -4.655 0.609 0.142 0.577 0.428 0.072 0.7219
C -5.442 1.139 -0.866 -0.136 -0.336 0.445 -1.0052
C -6.575 0.429 -1.244 0.404 0.324 0.195 -0.1983
C -6.913 -0.760 -0.589 -0.388 -0.377 -0.591 0.1856
B -8.248 -1.480 -1.070 0.147 0.174 0.568 0.5736
O -9.447 -1.004 -0.568 1.206 0.692 -1.318 -0.4503
O -8.237 -2.507 -1.963 -0.166 0.382 -0.004 -0.4979
C -6.109 -1.267 0.431 -0.060 0.159 0.015 -1.1649
C -4.954 -0.586 0.789 -0.061 -0.052 -0.106 0.5290
C -4.007 -1.078 1.844 -0.037 0.141 -0.149 -0.3591
O -4.392 -1.613 2.854 0.018 -0.187 -0.059 -0.5290
C -2.555 -0.811 1.541 -0.004 -0.061 0.025 1.2101
C -1.496 -1.650 1.867 -0.371 0.101 0.147 -1.4732
I -1.804 -3.465 2.897 0.262 0.311 -0.229 0.0671
C -0.205 -1.294 1.484 0.287 -0.515 0.207 0.4222
C 0.078 -0.130 0.788 -0.167 0.466 -0.278 0.8249
C 1.460 0.292 0.316 -0.290 -0.461 0.030 -1.2143
C 2.596 -0.708 0.549 0.029 0.487 -0.153 -0.7080
C 2.376 -2.079 -0.119 0.359 0.137 -0.163 -1.5785
C 3.060 -3.237 0.606 -0.544 0.303 -0.761 1.3470
F 4.313 -3.385 0.103 0.152 -0.215 0.298 -0.3441
F 3.171 -3.028 1.937 -0.020 0.057 0.130 -0.3252
C 2.312 -4.592 0.437 1.004 -0.363 1.243 0.4560
F 1.006 -4.457 0.642 -0.182 0.088 -0.486 -0.1661
F 2.577 -5.155 -0.733 -0.456 0.216 -0.337 -0.2666
F 2.756 -5.433 1.391 0.034 -0.087 -0.166 -0.2749
C -0.982 0.736 0.497 0.153 -0.375 0.298 -1.4550
C -2.260 0.384 0.872 -0.468 0.350 -0.116 0.6920
H -5.105 2.060 -1.320 -0.284 0.015 -0.117 0.5446
H -7.181 0.819 -2.056 -0.054 -0.134 0.016 0.4985
H -9.334 -0.051 -0.464 -0.189 -0.063 0.556 0.2667
H -9.125 -2.560 -2.342 -0.003 -0.449 0.122 0.2944
H -6.389 -2.188 0.930 0.133 0.025 0.057 0.5003
H 0.588 -1.988 1.734 0.027 0.110 0.066 0.3797
H 1.390 0.517 -0.754 -0.045 0.004 0.037 0.4321
H 1.673 1.243 0.811 0.246 -0.065 -0.038 0.4586
H 2.811 -0.752 1.617 -0.122 -0.339 -0.026 0.3844
H 3.487 -0.278 0.086 0.056 0.039 0.229 0.4531
H 2.862 -2.037 -1.096 -0.116 -0.146 -0.030 0.4889
H 1.334 -2.318 -0.322 -0.043 0.098 0.273 0.6364
H -0.807 1.672 -0.019 -0.055 -0.004 0.025 0.5048
O 6.140 0.902 2.082 0.003 -0.017 -0.010 -0.6231
N 7.265 0.439 2.069 -0.018 0.070 -0.026 1.0643
O 8.241 1.017 1.635 -0.002 -0.006 0.020 -0.6207
C 7.454 -0.914 2.611 0.056 -0.199 0.063 -0.0385
C 6.355 -1.609 3.079 -0.306 -0.049 0.058 -0.3362
C 6.530 -2.893 3.568 0.137 -0.070 0.023 -0.5578
C 7.795 -3.466 3.588 0.006 0.020 0.011 -0.5544
C 8.892 -2.752 3.123 -0.155 0.267 -0.020 -0.0939
C 8.724 -1.466 2.630 0.157 -0.041 -0.004 -0.6264
H 5.369 -1.168 3.066 0.061 0.114 -0.083 0.5051
H 5.676 -3.450 3.930 -0.023 0.023 -0.025 0.4549
H 7.930 -4.472 3.964 0.031 0.002 -0.023 0.4231
H 9.873 -3.201 3.145 -0.151 0.190 -0.052 0.5466
H 9.575 -0.910 2.264 -0.092 0.099 -0.042 0.4761
O -4.214 0.295 -5.346 0.023 0.007 0.008 -0.6205
N -4.099 1.151 -4.492 0.018 -0.039 -0.009 1.0931
O -3.910 0.925 -3.311 0.109 -0.028 -0.088 -0.6025
C -4.199 2.556 -4.909 -0.042 0.218 -0.047 -0.0637
C -4.454 2.848 -6.237 -0.040 -0.038 -0.288 -0.3341
C -4.568 4.173 -6.625 0.093 0.080 0.105 -0.5554
C -4.426 5.186 -5.688 0.298 -0.162 0.100 -0.7743
C -4.159 4.876 -4.361 0.090 -0.025 -0.172 -0.7297
C -4.046 3.555 -3.964 0.023 0.080 0.217 -0.1041
H -4.567 2.062 -6.970 0.015 -0.111 0.127 0.5351
H -4.772 4.416 -7.658 -0.025 -0.014 0.005 0.4957
H -4.519 6.218 -5.993 0.071 -0.005 -0.036 0.6438
H -4.045 5.667 -3.633 -0.011 -0.022 0.023 0.4243
H -3.841 3.316 -2.930 0.013 -0.116 -0.038 0.5670
O 11.711 -6.321 2.195 -0.014 0.014 0.008 -0.6074
N 11.650 -5.515 3.097 -0.018 -0.056 0.030 0.9863
O 10.619 -4.993 3.490 0.213 -0.449 0.021 -0.6123
C 12.898 -5.128 3.767 0.177 0.073 0.107 0.0092
C 14.096 -5.668 3.334 0.150 -0.137 -0.140 -0.5695
C 15.269 -5.278 3.961 -0.055 0.094 0.123 -0.3776
C 15.231 -4.363 5.007 -0.037 -0.046 -0.076 -0.5554
C 14.018 -3.837 5.433 0.176 0.014 -0.209 -0.1575
C 12.843 -4.222 4.810 -0.076 0.162 0.144 -0.1377
H 14.124 -6.379 2.522 -0.137 0.020 -0.014 0.4563
H 16.215 -5.687 3.632 -0.016 -0.019 -0.014 0.3751
H 16.149 -4.058 5.490 -0.009 -0.006 0.009 0.3913
H 13.986 -3.129 6.246 0.028 -0.058 -0.143 0.3894
H 11.898 -3.814 5.137 -0.060 -0.085 -0.100 0.4541
O 13.534 -3.151 10.401 -0.005 0.000 -0.011 -0.5939
N 13.012 -2.955 9.326 0.037 -0.032 0.015 0.9908
O 13.523 -3.218 8.251 -0.083 0.037 0.340 -0.6499
C 11.668 -2.358 9.311 -0.208 0.103 -0.031 0.0325
C 11.070 -2.016 10.510 -0.017 0.027 0.235 -0.4002
C 9.813 -1.434 10.490 -0.030 0.004 -0.142 -0.4320
C 9.170 -1.207 9.280 0.013 -0.008 0.013 -0.4711
C 9.780 -1.565 8.085 -0.033 0.024 0.110 -0.5244
C 11.038 -2.144 8.097 -0.024 0.003 -0.206 -0.0771
H 11.571 -2.194 11.450 0.109 -0.045 -0.076 0.4546
H 9.335 -1.156 11.419 0.019 -0.013 0.010 0.3736
H 8.190 -0.748 9.268 0.001 -0.010 -0.002 0.3859
H 9.277 -1.390 7.144 0.020 -0.017 -0.011 0.5182
H 11.516 -2.421 7.169 0.104 -0.028 0.072 0.3221
O -0.461 4.460 -10.783 0.000 -0.021 0.005 -0.6108
N -0.603 4.080 -9.638 -0.037 0.096 -0.020 1.0334
O -0.887 4.799 -8.701 -0.013 -0.024 -0.001 -0.6072
C -0.415 2.646 -9.367 0.045 -0.223 0.044 0.0667
C -0.057 1.804 -10.404 0.062 -0.072 -0.218 -0.4033
C 0.139 0.458 -10.138 -0.030 -0.002 0.140 -0.3873
C -0.027 -0.028 -8.848 0.000 0.007 -0.008 -0.4714
C -0.395 0.829 -7.819 0.041 -0.059 -0.140 -0.4333
C -0.590 2.177 -8.078 -0.066 0.004 0.310 -0.2976
H 0.071 2.184 -11.407 -0.024 0.129 0.055 0.4457
H 0.424 -0.212 -10.938 -0.006 0.019 -0.015 0.3714
H 0.132 -1.079 -8.643 -0.013 0.003 -0.003 0.3764
H -0.528 0.449 -6.816 -0.023 0.022 0.002 0.4063
H -0.874 2.842 -7.275 0.000 0.128 -0.116 0.5101
O -11.682 -3.902 0.917 -0.059 0.030 0.000 -0.6232
N -11.965 -2.718 0.916 0.067 0.044 -0.084 1.0986
O -11.417 -1.879 0.228 -1.031 -0.636 0.390 -0.5932
C -13.039 -2.275 1.820 -0.128 0.063 0.179 0.1140
C -13.654 -3.201 2.642 -0.051 -0.204 0.110 -0.4334
C -14.650 -2.776 3.507 -0.005 0.132 -0.034 -0.3912
C -15.021 -1.438 3.537 0.001 -0.001 -0.003 -0.4341
C -14.400 -0.523 2.697 -0.031 -0.118 0.059 -0.4247
C -13.401 -0.940 1.832 -0.003 0.234 -0.050 -0.2784
H -13.363 -4.241 2.617 0.106 0.040 -0.094 0.4385
H -15.135 -3.488 4.160 0.013 -0.017 -0.014 0.3693
H -15.796 -1.108 4.216 -0.001 -0.003 -0.009 0.3747
H -14.692 0.518 2.719 0.017 0.002 -0.018 0.3649
H -12.915 -0.230 1.180 0.088 -0.112 -0.044 0.4296
O -6.924 6.033 -4.551 -0.195 0.073 -0.039 -0.5819
N -7.113 6.696 -5.551 -0.125 -0.071 0.007 1.0025
O -6.895 6.311 -6.684 -0.188 0.071 0.007 -0.5729
C -7.636 8.059 -5.381 -0.031 0.252 0.029 0.1541
C -7.859 8.539 -4.103 0.003 -0.006 0.234 -0.2849
C -8.331 9.833 -3.945 -0.014 0.045 -0.129 -0.5172
C -8.576 10.624 -5.060 0.002 -0.011 -0.002 -0.3973
C -8.355 10.123 -6.336 -0.008 0.014 0.139 -0.4938
C -7.881 8.831 -6.502 -0.002 0.052 -0.232 -0.3094
H -7.668 7.922 -3.237 0.046 -0.097 -0.089 0.4550
H -8.505 10.224 -2.953 0.004 -0.024 0.007 0.3702
H -8.940 11.636 -4.934 -0.006 -0.008 -0.001 0.3782
H -8.549 10.740 -7.202 0.007 -0.021 -0.013 0.3718
H -7.705 8.440 -7.493 0.047 -0.116 0.063 0.4389